Computed, not measured: a single C2H11N5 molecule in a non-equilibrium geometry, with the ωB97M-V functional and the def2-TZVPD basis.

Summary:
Energy above the lowest of the compared OMol25 structures with the same formula, charge and spin = 4.554 eV
SMILES = CN(C)N(N)NN
Calculated total energy = -9698.860 eV
LUMO energy = 1.18 eV
Maximum force = 2.89 eV/Å
Gap between HOMO and LUMO = 9.53 eV

XYZ file:
```
18
Properties=species:S:1:pos:R:3:forces:R:3
C -1.349 -1.291 0.484 0.3876 0.1883 0.3229
N -0.557 -0.362 -0.296 1.2751 0.0775 0.5563
C -1.390 0.442 -1.171 0.2635 0.5412 0.5427
N 0.480 0.369 0.595 -2.4526 -1.1304 -1.0176
N 0.103 1.667 0.903 -0.7849 -0.2701 -0.4270
N 1.690 0.304 -0.085 0.6102 0.2378 -0.9759
N 2.411 -0.825 0.366 0.7992 -0.6455 0.2053
H -0.676 -1.902 1.081 -0.0357 0.0370 0.0817
H -2.056 -0.774 1.146 -0.1071 -0.0712 0.0381
H -1.896 -1.959 -0.186 -0.0342 0.1631 -0.0520
H -0.784 1.189 -1.689 -0.0395 0.0005 -0.0524
H -1.849 -0.198 -1.927 0.0977 -0.0620 0.1172
H -2.183 0.963 -0.617 -0.0236 0.0908 -0.1033
H 0.325 1.876 1.868 0.2250 0.3179 -0.5380
H 0.309 2.341 0.165 0.2515 0.0072 0.7652
H 1.465 0.237 -1.097 0.4991 -0.1839 0.8692
H 2.661 -1.530 -0.325 -0.6387 0.3748 -0.2149
H 3.295 -0.545 0.784 -0.2925 0.3269 -0.1173
```
Forces are in eV/Å.